# 1
A structure of composition C12H13ClN2O2Tc in a non-equilibrium geometry, computed with ωB97M-V/def2-TZVPD.

```
31
Properties=species:S:1:pos:R:3:forces:R:3:lowdin_charge:R:1
Cl -3.8092 -1.2034 -0.3614 0.00 -0.01 -0.01 0.145
C 2.0112 -2.2367 -1.5935 0.35 -0.07 -1.25 -0.153
C 2.8056 -1.0389 -1.6568 0.32 -0.58 -1.19 -0.149
C 1.9525 0.0488 -2.0606 -0.33 -0.25 -0.65 -0.074
H 3.8824 -1.0046 -1.5032 -0.30 0.07 0.06 0.152
C 0.6187 -0.4812 -2.2642 0.50 -0.25 -0.37 -0.321
C 0.6624 -1.8930 -1.9822 0.28 0.05 -0.46 -0.079
H -0.1822 -2.5815 -2.0332 0.27 0.21 0.03 0.154
H 2.3607 -3.2414 -1.3586 0.02 0.36 -0.09 0.151
H 2.2059 1.1073 -2.1786 0.12 -0.51 0.06 0.157
C -0.6007 0.3325 -2.5622 -0.39 0.34 0.22 -0.019
Tc 1.2730 -0.8230 -0.1684 -3.59 2.20 2.20 1.308
C 2.7726 -0.1687 0.8292 5.71 2.14 3.80 -0.146
C 1.0457 -2.4184 0.9139 -0.50 -4.81 4.10 -0.122
O 3.6955 0.2289 1.4295 -4.05 -1.68 -2.69 0.211
O 0.9098 -3.3286 1.6263 0.49 3.54 -3.03 0.216
H -0.4694 1.3261 -2.1115 -0.10 -0.14 -0.27 0.095
H -1.4906 -0.1307 -2.1061 0.26 0.05 -0.33 0.055
H -0.8136 0.4872 -3.6372 0.38 -0.30 0.43 0.126
C -2.9712 2.3299 1.7128 -0.52 0.43 -0.10 0.024
N -1.7556 1.5389 1.7921 0.80 -0.73 -0.07 -0.092
C -0.9747 1.3151 2.9207 0.20 -0.44 -0.73 0.015
C 0.0628 0.5117 2.5305 -0.71 0.58 -0.29 -0.082
N -0.0865 0.2733 1.1631 0.69 -0.85 -0.64 -0.087
C -1.2098 0.8759 0.7585 -0.12 0.40 1.28 -0.149
H -3.7831 1.7225 1.2982 0.14 0.09 0.26 0.095
H -3.2174 2.6811 2.7168 -0.09 -0.10 -0.24 0.111
H -2.8187 3.1954 1.0578 0.05 -0.18 0.23 0.114
H -1.2333 1.6999 3.8919 -0.02 0.11 -0.04 0.145
H 0.8659 0.0993 3.1269 -0.10 0.12 -0.18 0.122
H -1.7085 0.7760 -0.1907 0.24 0.16 -0.04 0.078
```
Positions in Å, forces in eV/Å.

## Properties
2S+1 = 4
<S²> = 3.763
strongest force on any atom = 0.1397 Eh/bohr
energy above the lowest of the compared OMol25 structures with the same formula, charge and spin = 0.00 kcal per mole
total energy = -34432.9211 eV
HOMO energy (spin up / spin down) = -16.450 / -16.432 eV
charge = +2
frontier orbital gap (spin up / spin down) = 9.5 / 6.1 eV

=====

# 2
A structure of composition C12H13CrN5O3 in a non-equilibrium geometry, computed with ωB97M-V/def2-TZVPD.

```
34
Properties=species:S:1:pos:R:3:forces:R:3:lowdin_charge:R:1
Cr 0.5803 1.7912 2.3877 -0.48 -0.68 -2.07 1.296
O -0.2120 -1.4952 0.9110 0.01 -0.24 0.67 0.016
C 0.1753 -2.5690 0.4643 -0.20 1.31 -0.09 -0.381
O 1.2085 -0.2366 -1.0856 0.14 -0.30 -0.44 0.121
C 1.2566 -1.3675 -1.4747 0.08 -1.16 -0.11 -0.441
O 1.7598 -1.7908 -2.6816 -0.51 0.05 1.00 0.052
N 0.8532 -2.5402 -0.7656 -0.56 0.08 0.96 0.047
C 1.6797 -3.2361 -2.8015 0.21 -0.75 -0.95 -0.098
C 1.1186 -3.7514 -1.4839 0.36 -1.14 0.26 -0.139
H 2.6994 -3.6645 -2.9850 -0.93 0.71 -0.04 0.146
H 0.9845 -3.5429 -3.6308 0.88 0.74 0.57 0.146
H 1.8815 -4.3504 -0.9230 -0.74 0.23 -0.59 0.145
H 0.1810 -4.3354 -1.6391 0.80 0.29 0.17 0.145
C -0.1145 -3.8819 1.1652 -0.16 -0.42 0.02 -0.051
C -0.8474 -3.9049 2.3178 1.45 0.89 -1.90 0.084
H 0.2737 -4.8179 0.6625 -0.74 1.14 0.88 0.115
H -1.1324 -2.9577 2.8176 0.02 -0.85 -0.47 0.079
H -1.0907 -4.8619 2.7308 -0.14 -0.19 0.43 0.067
N -2.5650 3.1021 0.2907 1.31 -0.89 0.57 0.170
C -3.2825 1.9668 0.6154 0.69 0.08 -0.15 -0.006
C -2.3869 1.0273 1.0465 0.22 0.22 0.63 -0.039
N -1.1060 1.5986 1.1101 -1.19 0.27 -0.51 0.020
C -1.2509 2.8114 0.5496 -2.94 -0.58 1.15 -0.266
C -0.1065 3.5802 0.4079 2.38 1.95 -0.04 -0.264
N 1.0510 3.0178 0.8030 0.16 0.21 -0.46 -0.016
C 2.0751 3.8250 0.3103 -0.51 0.13 0.52 -0.036
C 1.5060 4.9465 -0.2063 -0.16 -0.59 -0.04 -0.007
N 0.1342 4.7828 -0.1682 0.45 -0.35 0.51 0.176
H -2.9578 4.0244 0.1383 0.08 -0.25 -0.35 0.187
H -4.3445 1.9397 0.4958 -0.26 -0.18 -0.10 0.138
H -2.5926 -0.0079 1.2898 0.26 0.23 0.15 0.129
H 3.1140 3.5343 0.2767 -0.08 0.05 0.42 0.137
H 1.9681 5.8149 -0.6045 0.16 0.47 -0.37 0.137
H -0.5108 5.5491 -0.3411 -0.04 -0.47 -0.25 0.192
```
Positions in Å, forces in eV/Å.

## Properties
2S+1 = 5
<S²> = 6.022
strongest force on any atom = 0.0625 Eh/bohr
total energy = -54652.6712 eV
HOMO energy (spin up / spin down) = -14.867 / -14.866 eV
charge = +2
frontier orbital gap (spin up / spin down) = 5.8 / 6.4 eV